Computed, not measured: a single C2H6N6S molecule at a distorted geometry, with ωB97M-V/def2-TZVPD.

Last column: Löwdin charge in e.
Geometry (Å):
S1 -3.23069 -0.30697 0.09392  0.530
N1 1.81817 0.37061 -0.37172  -0.038
H1 -0.87769 -1.87060 -1.16898  0.090
N2 2.32813 -0.66224 0.45457  0.003
H2 1.96139 -0.61256 1.39542  0.073
H3 2.38668 1.23287 -0.23326  0.142
C1 -1.73295 0.43907 -0.02364  -0.853
N3 -0.39190 -1.61234 -0.32557  0.088
N4 0.04082 1.91193 -0.06043  0.116
N5 -1.33963 1.71972 0.05363  0.011
H4 -1.96636 2.52587 0.09323  0.158
H5 -0.90933 -2.05657 0.43992  0.091
N6 -0.55289 -0.24169 -0.21646  -0.109
H6 1.97948 -1.53952 0.07685  0.058
C2 0.48677 0.70242 -0.20747  -0.359

Values from the calculation:
M = 146.179 g mol⁻¹
multiplicity = 1
HOMO-LUMO gap = 8.9585 eV
SMILES string = NNc1n[nH]c(=S)n1N
energy above the lowest of the compared OMol25 structures with the same formula, charge and spin = 0.0000 eV
total energy = -21945.5736 eV

---

Computed, not measured: a single C2H6NO molecule at a distorted geometry, with ωB97M-V/def2-TZVPD.

Last column: Löwdin spin population.
Geometry (Å):
H1 -0.21153 1.86039 0.82066  0.007
C1 0.67434 -0.13253 0.02337  0.587
H2 -1.41233 -0.09620 -0.47191  0.002
H3 -0.38635 0.80903 -1.59104  0.025
H4 0.77188 -1.71727 1.25178  0.025
H5 -0.35257 -1.81504 0.17327  0.001
C2 -0.51463 0.51784 -0.53924  0.083
N1 0.62047 -1.54399 0.25698  0.180
O1 -0.83064 1.77955 0.11285  0.054
H6 1.64137 0.33823 -0.03672  0.036

Values from the calculation:
M = 60.076 g mol⁻¹
multiplicity = 2
HOMO-LUMO gap (spin up / spin down) = 8.6033 / 10.6713 eV
energy above the lowest of the compared OMol25 structures with the same formula, charge and spin = 0.0000 eV
total energy = -5706.6981 eV

---

Question: Which of these has the lowest M?
Answer: C2H6NO

---

Copy entry 2 word for word.
Computed, not measured: a single C2H6NO molecule at a distorted geometry, with ωB97M-V/def2-TZVPD.

Last column: Löwdin spin population.
Geometry (Å):
H1 -0.21153 1.86039 0.82066  0.007
C1 0.67434 -0.13253 0.02337  0.587
H2 -1.41233 -0.09620 -0.47191  0.002
H3 -0.38635 0.80903 -1.59104  0.025
H4 0.77188 -1.71727 1.25178  0.025
H5 -0.35257 -1.81504 0.17327  0.001
C2 -0.51463 0.51784 -0.53924  0.083
N1 0.62047 -1.54399 0.25698  0.180
O1 -0.83064 1.77955 0.11285  0.054
H6 1.64137 0.33823 -0.03672  0.036

Values from the calculation:
M = 60.076 g mol⁻¹
multiplicity = 2
HOMO-LUMO gap (spin up / spin down) = 8.6033 / 10.6713 eV
energy above the lowest of the compared OMol25 structures with the same formula, charge and spin = 0.0000 eV
total energy = -5706.6981 eV